Record 1
Here is C22H42N11O4PRbSSbSe4 as an isolated structure from the Open Molecules 2025 dataset. Energies are from the ωB97M-V functional and the def2-TZVPD basis.

The geometry in XYZ format:
```
87
Properties=species:S:1:pos:R:3:forces:R:3
Rb 0.221463 0.750281 -0.644489 -0.8547 0.0680 -0.1406
O 0.402785 -0.990887 -3.398875 0.0396 0.0622 -0.0069
N 1.449963 -1.663817 -3.475988 0.0181 -0.0044 -0.0299
N 2.153741 -1.691337 -2.387401 0.1966 0.0814 -0.0330
O 1.822264 -1.077983 -1.277440 0.4910 -0.5803 -0.2134
C 3.390698 -2.384089 -2.446591 -0.0740 -0.0805 0.0772
C 4.071867 -2.569892 -3.646930 -0.0035 -0.0137 0.0042
C 5.286482 -3.237368 -3.643916 -0.0087 0.0087 -0.0050
C 5.833051 -3.714586 -2.459135 -0.0006 0.0033 0.0030
C 5.144207 -3.524710 -1.268694 0.0014 -0.0062 0.0088
C 3.927643 -2.860866 -1.256375 -0.0001 0.0121 0.0015
H 3.641562 -2.191614 -4.562178 -0.0001 0.0003 0.0009
H 5.814718 -3.378231 -4.579569 0.0013 -0.0024 0.0011
H 6.784188 -4.232749 -2.465405 -0.0053 -0.0021 0.0017
H 5.547637 -3.909004 -0.339400 -0.0035 0.0009 -0.0048
H 3.360154 -2.721739 -0.346877 0.0105 0.0006 -0.0023
Se -2.436348 -5.552874 -0.618126 0.0484 0.3293 -0.1761
Sb -2.137919 -4.257791 1.645697 0.0773 -0.1923 0.3476
Se -1.114188 -1.587860 1.935143 -0.1686 -0.1767 -0.0813
Se -2.632418 -1.795445 3.750758 -0.0570 0.4463 -0.0272
Se -0.425115 -5.558993 2.756687 -0.0073 -0.0315 -0.0465
C -1.090109 1.373211 4.711008 -0.0178 -0.0173 0.0170
N -0.853848 1.811827 3.346501 -0.0524 0.0445 -0.0582
C -1.778931 1.802016 2.346832 0.3627 0.0582 0.0537
N -3.067050 1.527404 2.683697 -0.2278 -0.4468 0.1940
O -1.430800 2.138447 1.200229 -0.1643 0.0892 0.0008
H -0.253914 1.713869 5.325830 -0.0178 -0.0056 -0.0064
H -1.203118 0.289991 4.788945 0.0079 -0.0500 -0.0113
H -2.001263 1.839620 5.085807 -0.0037 0.0207 0.0029
H 0.077122 1.679214 2.985021 0.0277 -0.0465 -0.0083
H -3.178936 0.678900 3.276246 0.1331 0.1964 -0.1646
H -3.633371 1.443402 1.851140 -0.0096 0.0038 -0.0002
C 1.924572 4.297589 2.878680 -0.0252 0.0082 -0.0075
C 2.793592 3.252097 3.573771 -0.0026 0.0134 -0.0197
C 3.562522 2.354572 2.609759 -0.0736 0.0168 0.0415
S 2.455937 1.390560 1.552185 0.2658 0.1492 0.0758
O 2.155289 2.279853 0.376777 0.4099 0.2437 0.2559
C 3.660173 0.184904 0.968830 -0.0204 -0.0012 0.0066
C 3.952307 -0.933450 1.964939 -0.0220 -0.0231 -0.0150
C 2.700335 -1.703550 2.383115 0.0209 -0.0063 0.0017
H 1.409472 4.917889 3.614465 0.0159 -0.0007 0.0056
H 1.172479 3.832324 2.239986 0.0109 -0.0211 0.0149
H 2.533622 4.942614 2.240833 -0.0055 -0.0025 0.0029
H 2.176585 2.627378 4.226156 -0.0069 0.0023 -0.0103
H 3.516937 3.752874 4.223834 0.0031 -0.0083 0.0116
H 4.200512 1.648512 3.144414 -0.0213 0.0019 0.0234
H 4.169038 2.933832 1.907401 0.0277 -0.0230 0.0084
H 4.542054 0.759953 0.671998 0.0267 -0.0433 -0.0012
H 3.189034 -0.230624 0.069195 -0.0252 0.0231 -0.0036
H 4.486574 -0.548081 2.840741 -0.0198 0.0034 0.0161
H 4.650001 -1.611947 1.465653 0.0242 0.0192 0.0017
H 2.035943 -1.116282 3.018435 -0.0001 -0.0057 -0.0122
H 2.955838 -2.612476 2.927793 -0.0089 0.0044 0.0037
H 2.102438 -1.996003 1.517344 0.0183 -0.0042 0.0002
N -0.294543 6.416785 -0.700652 0.0481 -0.0723 -0.0264
C -1.078807 5.324984 -0.952004 -0.1097 0.0323 0.0964
N -1.457717 4.595677 0.108517 0.1044 0.0223 0.1102
N -1.410677 5.112996 -2.196045 -0.0218 0.1048 -0.1343
C -2.194925 4.079210 -2.473358 0.0548 -0.1329 0.0325
N -2.877807 3.198099 -2.786526 -0.0343 0.0579 0.0153
H -0.275534 6.792291 0.229661 0.0027 0.0054 0.0024
H -0.213719 7.065166 -1.463297 -0.0105 0.0125 0.0029
H -0.958969 4.717857 0.975476 0.0440 0.0062 -0.0355
H -1.767714 3.631105 0.019856 -0.0912 0.0179 -0.0877
C -3.887618 -2.970821 -3.035234 0.0417 -0.0072 0.1245
N -3.317903 -2.823350 -1.685004 -0.1668 0.2075 -0.0198
C -4.320583 -2.197118 -0.790663 0.0660 -0.0521 -0.0198
N -4.801579 -0.929159 -1.306225 0.0226 0.0090 -0.0253
C -5.307386 -1.118035 -2.660206 0.0297 0.0147 0.0302
N -4.347574 -1.711612 -3.592280 -0.0012 0.0016 -0.0603
C -3.218985 -0.798744 -3.853583 0.0142 -0.1057 0.0297
P -2.240998 -0.353419 -2.338753 -0.4581 0.2208 -0.1289
C -2.049129 -2.075064 -1.712157 0.1046 -0.0861 0.0071
C -3.720103 0.069594 -1.288091 -0.0143 -0.0244 0.0562
H -4.728190 -3.664343 -2.953509 -0.0159 0.0059 -0.0185
H -3.123738 -3.416835 -3.673162 -0.0022 0.0088 -0.0215
H -3.030420 -4.012736 -1.213026 0.1156 -0.4052 -0.0325
H -3.861523 -2.060895 0.190700 -0.0014 0.0200 0.0168
H -5.147927 -2.904817 -0.700362 -0.0211 0.0161 0.0012
H -5.621308 -0.149260 -3.053953 -0.0076 0.0032 -0.0090
H -6.176773 -1.780055 -2.609927 -0.0030 -0.0070 0.0054
H -3.598829 0.118027 -4.310303 -0.0264 -0.0011 0.0080
H -2.541183 -1.270824 -4.568854 -0.0002 0.0150 -0.0127
H -1.654206 -2.047687 -0.693126 0.0004 -0.0101 0.0122
H -1.334436 -2.625653 -2.325463 0.0104 0.0250 -0.0165
H -4.108892 1.035484 -1.618729 -0.0017 -0.0011 -0.0121
H -3.367778 0.184266 -0.258173 -0.0026 -0.0176 0.0109
```
Positions in Å, forces in eV/Å.

* net charge: -2
* energy relative to the best compared isomer or geometry (same formula, charge and spin): 24.9 kcal per mole
* LUMO: 3.08 eV
* orbital gap: 3.87 eV
* calculated total energy: -336780.1415 eV
* multiplicity: 1

Record 2
Here is C22H42N5O3Pb as an isolated structure in a non-equilibrium geometry from the Open Molecules 2025 dataset. Energies are from the ωB97M-V functional and the def2-TZVPD basis.

The geometry in XYZ format:
```
73
Properties=species:S:1:pos:R:3:forces:R:3
Pb 0.474571 -0.185848 0.450875 2.9846 3.7108 -0.2082
O 0.779472 1.979489 -0.770301 -1.0397 -0.2756 -0.2170
H 0.364138 2.110023 -1.644934 0.2794 -0.3178 0.4571
C 1.607889 1.408697 3.599031 0.9921 -0.4540 -1.5964
O 1.679370 1.390838 2.207614 -1.1630 -0.2432 0.3952
H 2.467139 0.875434 4.005741 0.4154 -0.9574 0.5348
H 1.826171 2.372425 4.059114 -0.5493 1.0081 0.0362
H 0.712466 0.978696 4.047832 -0.5121 -0.0603 0.2395
C 4.251181 -0.559894 -0.953758 -1.7816 0.9991 1.0761
O 3.087296 -0.146372 -0.306990 0.1580 -0.9988 -0.3703
H 4.987479 0.243732 -0.965958 0.6776 0.3448 0.3493
H 4.691649 -1.437245 -0.480105 0.5942 -0.5883 0.0971
H 4.181146 -0.762118 -2.022548 -0.4634 -0.5304 -0.8724
C 1.139021 -2.405737 -4.637659 0.7443 -0.2535 0.9839
C 2.408569 -3.046107 -3.966258 -0.9909 0.5516 0.0731
C 2.079264 -3.797347 -2.630015 -0.0603 0.2349 -0.5826
C 1.217092 -3.035343 -1.702596 -1.4748 1.8136 1.7564
N 0.553841 -2.409951 -0.958246 1.8750 -2.7064 -2.6616
H 0.710901 -1.652016 -3.976819 0.0232 0.0842 -0.0204
H 0.375125 -3.170957 -4.775507 -0.0157 -0.0802 -0.1577
H 1.365066 -1.936876 -5.595351 0.1032 -0.1007 0.0430
H 3.168518 -2.307951 -3.709926 -0.1969 0.2865 -0.1545
H 2.853295 -3.696240 -4.719683 0.1015 -0.4418 0.3752
H 3.002532 -4.029714 -2.099271 0.0241 0.0317 0.0203
H 1.578850 -4.743268 -2.837199 -0.0913 -0.0535 -0.0071
C 4.292985 -4.679719 2.313488 -0.4375 0.6241 0.2311
C 4.687535 -3.203848 2.022753 -0.3326 -0.9534 0.7399
C 3.832880 -2.115680 2.736072 -0.6669 -0.0262 -0.5019
C 2.370031 -2.105170 2.435222 4.0480 -0.3104 0.5436
N 1.275273 -2.050746 2.179119 -2.7099 -0.4598 -0.1921
H 3.204561 -4.727140 2.279068 -0.0922 -0.3689 -0.2072
H 4.586614 -5.073605 3.286492 0.1160 0.3061 0.1931
H 4.730075 -5.351242 1.574500 -0.1239 0.0649 -0.1227
H 4.657611 -3.148379 0.934577 0.0448 0.7621 0.1393
H 5.707002 -3.088874 2.390949 0.1332 0.3419 -0.3545
H 4.159129 -1.113688 2.457400 0.0869 0.0675 -0.2686
H 3.915198 -2.154860 3.822250 0.1402 -0.2836 0.0648
C -5.112848 -0.095039 1.682780 -0.0370 -0.0828 -0.7875
C -5.139184 -1.561879 2.122198 0.7855 1.1638 0.6833
C -4.117985 -2.452631 1.361797 0.6351 0.4862 0.6355
C -2.695878 -1.983698 1.387023 1.8334 0.8949 0.4443
N -1.576934 -1.639426 1.451453 -3.5824 -1.3109 0.0647
H -4.132791 0.367270 1.800517 0.4165 -0.4663 -0.4019
H -5.705167 0.604917 2.272121 -0.6859 -0.4821 -0.0089
H -5.417500 -0.096684 0.636229 0.0317 0.6962 -0.1412
H -6.130208 -2.014015 2.082979 0.0083 0.0339 -0.2682
H -4.906010 -1.422504 3.177809 0.3309 -1.0521 0.2394
H -4.373731 -2.562164 0.307892 -0.2217 -0.0702 0.0331
H -4.093078 -3.427617 1.848492 -0.1304 -0.1895 -0.2610
C -1.022722 6.507504 1.562623 0.2129 0.0669 -0.4274
C -1.418880 5.094115 1.948097 0.0770 0.1117 0.5919
C -0.618746 4.002862 1.221956 -0.5859 0.1994 -0.4499
C -1.217693 2.666636 1.314581 1.1383 1.4836 0.1804
N -1.702570 1.640970 1.404786 -1.1071 -1.1473 0.1835
H -1.700549 7.213875 2.041889 0.3155 0.1594 0.2701
H -1.084049 6.732545 0.497878 -0.1574 -0.3277 -0.2254
H 0.023351 6.677165 1.817662 -0.0581 0.2819 0.2702
H -2.504393 5.020796 1.881982 -0.0440 -0.4513 -0.3830
H -1.208163 5.018612 3.014875 -0.0609 -0.2038 0.1714
H 0.416749 3.980443 1.561614 0.0126 -0.3812 -0.0236
H -0.592800 4.221878 0.154502 0.2163 -0.0630 -0.1195
C -2.733005 2.104329 -4.531767 0.2398 -0.1711 0.9635
C -2.656382 2.805936 -3.140627 -0.5001 0.1689 -0.8845
C -3.147943 1.959401 -1.924445 0.7998 0.1989 -0.6624
C -2.353544 0.737065 -1.669352 1.0292 -1.2682 0.3836
N -1.701669 -0.206665 -1.452034 -1.6736 1.7664 -0.7829
H -2.367404 2.646646 -5.403745 0.3210 0.5042 0.4294
H -3.737825 1.811209 -4.835943 -0.0899 -0.3525 0.4223
H -2.066769 1.254504 -4.383356 -0.2828 -0.4536 -0.5516
H -3.278193 3.701121 -3.130307 -0.1106 0.1025 -0.0333
H -1.635732 3.168321 -3.017925 0.0522 -0.2603 0.3838
H -4.195263 1.688952 -2.058912 -0.0051 -0.0915 -0.0162
H -3.075427 2.611850 -1.054297 0.0372 -0.2609 0.2239
```
Positions in Å, forces in eV/Å.

* net charge: -1
* energy relative to the best compared isomer or geometry (same formula, charge and spin): 35.7 kcal per mole
* LUMO: 2.57 eV
* orbital gap: 5.29 eV
* calculated total energy: -42331.5643 eV
* multiplicity: 1

Record 3
Here is C22H42N8O9PRu as an isolated structure in a non-equilibrium geometry from the Open Molecules 2025 dataset. Energies are from the ωB97M-V functional and the def2-TZVPD basis.

The geometry in XYZ format:
```
83
Properties=species:S:1:pos:R:3:forces:R:3
Ru 0.731108 0.279866 -0.298106 1.7946 0.3264 -0.2828
C 4.229908 -1.863234 0.436394 0.0578 -0.1887 0.0031
C 4.254208 -0.503034 -0.139506 0.0313 -0.1985 0.1233
N 3.202708 0.247266 -0.420806 -0.7715 -0.1131 0.0492
C 3.674208 1.413366 -0.961906 0.5746 0.4435 -0.2415
C 5.051408 1.364366 -0.998706 -0.6008 0.3166 -0.1514
N 5.383908 0.145466 -0.474906 -0.2249 0.2715 -0.1222
C 6.154508 2.300466 -1.400306 -0.0293 -0.5796 0.2708
O 5.822108 3.457366 -1.888106 -0.0706 0.6488 -0.2964
O 7.284708 1.916466 -1.225406 -0.0418 0.0837 -0.0673
C 2.743008 2.512066 -1.384806 1.9403 -0.0151 -0.1018
O 3.214608 3.493666 -1.954006 -0.3727 0.0438 0.0136
O 1.530608 2.339766 -1.084006 -1.8203 -0.9245 0.8797
H 3.276708 -2.061834 0.916094 0.0402 0.0020 0.0191
H 5.025108 -1.994234 1.164694 0.0944 -0.0130 0.0628
H 4.373808 -2.597234 -0.355206 -0.0295 -0.1397 0.0081
H 6.347908 -0.152434 -0.384306 -0.0194 -0.0238 0.0436
H 4.833008 3.617866 -1.980206 0.2565 -0.4593 0.1570
N -2.792892 0.073466 3.447094 -0.1559 -0.2387 -0.0406
C -1.623292 1.000866 3.643794 0.4218 0.2629 0.0103
C -1.879092 2.302666 2.870994 0.2086 0.0736 -0.1154
C -0.636092 2.852566 2.149994 -0.0569 0.2470 0.6522
N -0.484892 2.262366 0.816994 0.2466 -0.1469 -0.6590
C 0.608208 2.607066 3.002394 -0.1161 -0.2533 -0.2423
C 0.904808 1.113966 3.182694 -0.2920 0.1259 0.4177
N 1.743608 0.627166 2.085394 -0.0668 -0.0970 -0.4417
C -0.378092 0.263366 3.170094 0.1195 0.0473 0.0151
H -3.681992 0.581466 3.515694 0.1605 -0.1939 0.0116
H -2.794592 -0.663734 4.160694 -0.0689 0.1347 -0.1380
H -2.724692 -0.411334 2.495194 -0.1295 0.1842 0.4512
H -1.557292 1.221466 4.714694 -0.0879 -0.1507 -0.1463
H -2.236592 3.066366 3.561794 -0.1002 -0.0200 -0.0437
H -2.658192 2.145966 2.123194 -0.1356 0.0490 0.0208
H -0.766392 3.941666 2.054394 -0.0263 -0.2621 -0.0235
H 0.283008 2.745366 0.339694 -0.1510 0.1241 -0.1234
H -1.316892 2.456466 0.262394 0.0871 0.1087 0.0172
H 0.456408 3.067066 3.979394 0.0126 0.0843 -0.0130
H 1.474008 3.090366 2.548094 0.0421 0.1098 0.0461
H 1.419308 0.977666 4.146594 -0.0986 0.0400 -0.2210
H 2.038108 -0.329434 2.275494 0.0692 0.0865 -0.1196
H 2.579108 1.199566 2.007594 0.0676 -0.1024 -0.0732
H -0.219392 -0.632034 3.773094 -0.0527 -0.1407 -0.1025
H -0.528992 -0.034634 2.127394 -0.0943 -0.1340 0.2833
C 2.613108 -0.627134 -3.695906 0.1867 -0.0316 0.0300
C 1.318408 0.085866 -3.653606 0.2775 -0.1656 -0.0273
N 0.502508 0.200766 -2.618706 0.2701 -0.1188 0.7469
C -0.570992 0.931966 -3.032306 -0.3913 0.3643 -0.7474
C -0.411392 1.256566 -4.344206 -0.5039 0.1955 0.3592
N 0.782208 0.716066 -4.718506 0.1007 -0.1074 0.2611
H 2.743508 -1.194934 -2.779206 0.0277 -0.0213 -0.0602
H 3.438608 0.076766 -3.804706 0.0510 0.0403 0.0343
H 2.645808 -1.305334 -4.548006 -0.0019 -0.0611 0.0244
H -1.391092 1.153966 -2.376406 -0.1675 0.1222 -0.0198
H -1.032992 1.807366 -5.017506 -0.1214 0.1225 -0.1548
H 1.204908 0.807466 -5.629706 0.0321 -0.1033 0.0519
O 1.376808 -2.064734 -1.030606 -0.3394 1.3545 0.1654
N 1.053908 -2.620234 -0.001506 0.4156 -2.4370 -0.0892
O 0.673008 -1.928534 0.955994 -0.0666 1.7682 -0.0524
C -3.197392 -3.776734 1.449894 0.0910 0.4230 0.0618
C -2.117192 -2.735534 1.679594 0.1441 -0.9701 0.0382
O -2.486092 -1.438234 1.168394 0.4794 1.1443 -1.1577
P -1.745892 -0.789434 -0.232806 -1.6956 -1.0945 0.0483
O -3.065692 -0.164534 -0.905306 0.7884 -0.1627 0.0645
C -3.863692 0.948066 -0.509906 -0.5479 0.3346 0.0901
C -5.305692 0.506666 -0.312706 0.3870 0.0172 -0.0442
O -1.531092 -2.000334 -1.207006 0.2268 0.3046 0.4615
C -2.541192 -2.593734 -2.067306 -0.2709 -0.4757 -0.4199
C -1.973592 -3.887034 -2.608006 -0.0141 0.3148 0.1731
H -2.895092 -4.696334 1.944294 0.0056 -0.1079 0.0298
H -3.318992 -3.983634 0.391194 -0.0330 -0.0381 -0.1022
H -4.153292 -3.462034 1.860494 -0.1201 0.0045 0.0392
H -1.195092 -3.056934 1.198194 -0.0794 0.0497 0.2472
H -1.924292 -2.619534 2.752494 0.0792 0.0416 -0.1147
H -3.816592 1.688866 -1.314806 0.1293 -0.0390 0.1576
H -3.466392 1.393566 0.407394 0.0229 0.0299 -0.0427
H -5.690892 0.089366 -1.239206 -0.0558 -0.0311 -0.0437
H -5.917292 1.362666 -0.039206 -0.0686 0.0697 0.0179
H -5.378292 -0.250734 0.464294 -0.0200 -0.0647 0.0749
H -2.761292 -1.891534 -2.873706 0.0606 0.0302 0.1525
H -3.455592 -2.764434 -1.496506 0.0775 0.0884 0.0404
H -1.087592 -3.689134 -3.201906 0.1277 -0.0061 -0.0825
H -2.714692 -4.369234 -3.237106 -0.0991 -0.0795 -0.0776
H -1.704192 -4.557734 -1.797606 0.0037 -0.1235 0.0768
```
Positions in Å, forces in eV/Å.

* net charge: +2
* LUMO (alpha / beta): -5.13 / -7.63 eV
* orbital gap (alpha / beta): 8.87 / 6.36 eV
* calculated total energy: -65701.1321 eV
* multiplicity: 6

> What is the net charge in the second record?

-1

> Number 2 is which compound?

C22H42N5O3Pb

> What is the net charge in the third record?

+2